[1]
# C27H33CoN7O6

C27H33CoN7O6 as an isolated structure (the ωB97M-V functional and the def2-TZVPD basis, OMol25).

Computed properties:
- Net charge: +1
- Highest occupied orbital energy (alpha / beta): -9.8 / -9.8 eV
- Gap between HOMO and LUMO (alpha / beta): 5.660 / 5.645 eV

Each line ends with the Löwdin charge.
Positions of all 74 atoms, in Å:
Co: 0.439 1.410 -1.589  0.726
O: 2.985 -4.307 -3.745  -0.111
O: -0.483 1.923 -3.161  -0.039
O: 3.570 2.189 0.086  0.138
O: 0.519 3.244 -1.067  0.041
O: 1.811 0.973 -0.506  -0.138
O: -2.603 0.266 -0.225  0.043
N: 0.459 -0.454 -2.099  0.203
N: -1.124 3.981 0.418  0.002
N: -1.622 1.569 -5.043  0.215
N: 0.578 0.147 1.932  0.109
N: 1.530 -2.659 -2.037  -0.060
N: -0.986 1.831 -0.483  0.137
N: -2.300 0.522 -3.103  0.055
C: -2.147 1.355 0.085  -0.443
C: -0.273 -2.062 2.460  -0.160
C: 0.011 2.103 3.242  -0.039
C: 0.408 -1.697 5.140  -0.070
C: -1.097 -4.396 2.964  -0.048
C: 0.233 3.418 3.597  -0.072
C: 0.301 -0.860 2.887  -0.187
C: 0.889 -3.836 -2.653  -0.087
C: -0.591 5.341 0.496  0.030
C: 1.205 4.178 2.952  -0.097
C: -3.413 -0.143 -3.757  -0.044
C: 1.599 -4.147 -3.960  -0.181
C: -0.525 3.071 -0.355  -0.464
C: -0.498 -3.083 3.392  -0.229
C: 0.753 1.488 2.221  -0.199
C: -0.610 -2.274 1.010  -0.034
C: -0.174 -2.884 4.728  -0.050
C: 0.964 -1.494 -2.070  -0.167
C: -1.456 1.333 -3.728  -0.535
C: 1.677 2.284 1.516  -0.087
C: 3.585 -3.122 -3.257  -0.173
C: 0.662 -0.695 4.223  -0.033
C: 3.001 -2.747 -1.906  -0.073
C: 1.913 3.598 1.917  -0.036
C: -2.222 3.546 1.138  -0.012
C: -2.727 2.308 1.021  0.050
C: 2.456 1.814 0.333  -0.511
H: 1.418 -3.341 -4.685  0.133
H: -0.734 1.521 3.767  0.122
H: -4.209 0.557 -4.018  0.097
H: -3.820 -0.875 -3.065  0.097
H: -1.055 -5.119 3.776  0.078
H: 0.222 -2.754 0.480  0.080
H: 4.651 -3.318 -3.166  0.138
H: -3.081 -0.670 -4.653  0.093
H: 2.679 4.150 1.386  0.132
H: 0.448 5.308 0.812  0.077
H: -0.360 -3.674 5.444  0.110
H: -0.669 5.825 -0.475  0.108
H: 1.230 -5.082 -4.378  0.136
H: -2.223 0.402 -2.094  0.086
H: -0.350 3.852 4.400  0.112
H: -2.144 -4.283 2.675  0.087
H: 1.162 0.209 4.541  0.113
H: -1.175 5.892 1.228  0.104
H: 3.209 -3.524 -1.169  0.140
H: -1.477 -2.921 0.898  0.079
H: -0.172 -3.633 -2.794  0.137
H: 1.000 -4.665 -1.952  0.138
H: 3.382 -1.796 -1.536  0.140
H: 1.408 5.194 3.260  0.111
H: -1.011 2.250 -5.461  0.129
H: 0.983 -0.157 1.056  0.115
H: -0.842 -1.335 0.511  0.045
H: -3.590 2.005 1.594  0.128
H: 0.687 -1.558 6.176  0.108
H: -2.647 4.285 1.802  0.141
H: 3.437 -2.302 -3.972  0.134
H: -0.570 -4.822 2.109  0.079
H: -2.483 1.351 -5.511  0.106

---

[2]
# C15H18BCdN9O

C15H18BCdN9O as an isolated structure at a distorted geometry (the ωB97M-V functional and the def2-TZVPD basis, OMol25).

Computed properties:
- Multiplicity: 2
- Net charge: +1
- Highest occupied orbital energy (alpha / beta): -11.4 / -11.4 eV
- Gap between HOMO and LUMO (alpha / beta): 8.639 / 4.685 eV

Each line ends with the Mulliken spin population.
Positions of all 45 atoms, in Å:
Cd: 0.072 -1.257 1.367  0.114
O: 1.023 -0.837 3.500  0.049
N: 1.344 -0.306 -1.389  -0.002
N: -0.218 1.275 -3.842  0.000
N: 0.433 -1.324 5.638  -0.001
N: -1.672 -0.635 -0.200  0.033
N: 0.714 1.069 1.138  -0.002
N: 1.336 -1.372 -0.517  0.008
N: 0.345 1.643 -0.051  -0.001
N: -1.245 0.095 -1.299  0.004
N: 0.411 1.649 -2.660  0.000
C: -2.951 -0.947 -0.444  0.002
C: 2.363 -2.068 -2.435  0.001
C: 0.502 3.401 -3.993  0.000
C: -0.034 3.190 1.562  0.000
C: 0.532 2.025 2.150  0.000
C: -0.061 2.941 0.200  -0.001
C: -0.741 -3.010 2.676  0.681
C: 0.550 -1.664 4.361  0.003
C: 0.849 2.958 -2.737  0.000
C: -2.281 0.201 -2.186  0.002
C: -3.409 -0.400 -1.663  0.001
C: 2.070 -0.714 -2.520  0.000
C: 1.944 -2.417 -1.087  0.005
C: -0.232 2.374 -4.616  0.000
C: 0.135 -3.063 3.964  -0.012
B: 0.239 0.801 -1.405  0.003
H: 0.800 4.393 -4.392  0.000
H: -1.705 -2.565 2.876  0.032
H: 0.705 1.715 3.183  0.000
H: 1.147 -3.569 3.760  0.008
H: -0.779 -3.964 2.156  0.021
H: -0.259 3.590 -0.663  0.000
H: 1.330 3.531 -1.955  0.000
H: -0.328 -3.567 4.807  0.051
H: 2.058 -3.342 -0.572  -0.001
H: 0.025 -1.986 6.278  0.003
H: 0.615 -0.336 5.947  -0.001
H: -0.368 4.120 2.046  0.000
H: -0.453 2.256 -5.671  0.000
H: -2.105 0.832 -3.099  0.000
H: 2.322 0.017 -3.321  0.000
H: 2.868 -2.753 -3.122  0.000
H: -3.500 -1.486 0.312  0.000
H: -4.392 -0.495 -2.082  0.001

---

[3]
# C12H22ClN4

A 3-piece molecular cluster, C12H22ClN4 overall at a distorted geometry (the ωB97M-V functional and the def2-TZVPD basis, OMol25).

Computed properties:
- Net charge: +1
- Highest occupied orbital energy: -6.5 eV
- Gap between HOMO and LUMO: 3.618 eV

Each line ends with the Löwdin charge.
Positions of all 39 atoms, in Å:
Cl: -1.065 5.127 -0.817  -1.000
N: 8.137 1.842 4.738  -0.097
N: -6.198 -0.960 -2.872  -0.094
N: 6.017 1.916 3.898  -0.040
N: -6.260 -2.624 -4.355  -0.065
C: 7.933 0.751 3.992  -0.035
C: 6.678 0.778 3.377  0.033
C: -4.906 -1.241 -3.332  0.029
C: 6.928 2.590 4.661  0.068
C: -6.901 -3.623 -5.207  -0.165
C: -4.955 -2.234 -4.307  0.023
C: -6.996 -1.805 -3.551  0.009
C: -6.504 -0.071 -1.804  0.011
C: -7.247 -3.097 -6.605  -0.054
C: 3.711 1.182 3.805  -0.081
C: 4.621 2.335 3.558  -0.149
C: 9.372 2.187 5.328  -0.008
H: -7.469 0.411 -1.959  0.111
H: -7.621 -3.858 -7.290  0.087
H: 4.320 3.134 4.237  0.130
H: -4.169 -0.499 -3.065  0.140
H: 3.784 0.795 4.822  0.094
H: 8.680 0.013 3.739  0.142
H: -5.668 0.598 -1.596  0.120
H: -6.757 -0.667 -0.928  0.110
H: 2.651 1.426 3.733  0.096
H: 6.155 0.103 2.716  0.132
H: -4.319 -2.695 -5.048  0.145
H: -6.321 -2.741 -7.056  0.080
H: 4.610 2.791 2.568  0.142
H: 10.122 1.455 5.028  0.107
H: -6.179 -4.429 -5.340  0.129
H: -7.756 -4.026 -4.664  0.130
H: 9.316 2.212 6.416  0.113
H: 9.790 3.100 4.904  0.113
H: 3.804 0.380 3.073  0.079
H: 6.702 3.551 5.100  0.162
H: -7.985 -2.294 -6.579  0.082
H: -8.051 -1.813 -3.319  0.171

---

[4]
# C3H3N3

C3H3N3 as an isolated structure at a distorted geometry (the ωB97M-V functional and the def2-TZVPD basis, OMol25).

Computed properties:
- Highest occupied orbital energy: -10.3 eV
- Gap between HOMO and LUMO: 8.843 eV

Each line ends with the Löwdin charge.
Positions of all 9 atoms, in Å:
N: -0.036 -1.266 -0.081  0.091
N: 1.614 0.496 0.115  0.119
N: -1.995 -0.134 0.068  0.225
C: 0.362 0.961 -0.121  0.006
C: -0.764 -0.142 -0.092  -0.449
C: 1.203 -0.871 0.072  -0.185
H: -2.458 0.661 0.342  0.030
H: 0.169 1.951 -0.216  0.063
H: 1.905 -1.657 -0.089  0.101

---

For each record above, in turn, the calculated E_tot values are -3266.0486 -1342.8286 -1149.3183 -280.2928 Eh.